# 1
Below is an isolated molecule of C24H17Cl2N3O5 in a non-equilibrium geometry, with properties calculated with ωB97M-V/def2-TZVPD.

Atoms and positions in Å:
Cl 6.933 -0.312 -1.991
Cl 6.375 -3.667 2.143
O 5.303 1.586 -0.259
O 2.948 -0.264 -0.810
O -6.118 1.196 2.440
O -4.475 -1.361 -2.629
O -5.424 -3.329 -1.900
N 2.013 1.694 -0.515
N -4.033 1.645 1.763
N 1.702 -0.503 -0.323
C 4.380 1.644 -1.349
C -5.815 -1.448 1.232
C -5.173 0.883 1.748
C -2.252 0.068 1.212
C 6.289 -0.633 -0.423
C 5.101 0.050 1.542
C -5.436 -2.419 -0.882
C -5.212 -0.271 0.809
C -0.658 2.213 0.452
C 6.539 -1.867 0.155
C -4.856 -1.225 -1.322
C 3.076 1.067 -0.902
C 5.555 0.341 0.259
C 5.351 -1.173 2.134
C -2.754 1.369 1.287
C 4.233 3.104 -1.743
C -0.173 0.911 0.345
C -5.927 -2.553 0.394
C 1.163 0.679 -0.157
C 6.064 -2.131 1.430
C -4.730 -0.135 -0.501
C -0.978 -0.158 0.738
C -1.933 2.438 0.921
C -4.822 -2.678 -2.999
H 4.990 -1.385 3.127
H -4.293 0.782 -0.858
H -2.311 3.447 1.003
H -2.861 -0.760 1.538
H -0.022 3.034 0.159
H -4.143 2.528 2.248
H 4.545 0.810 2.069
H 3.564 3.192 -2.593
H -0.582 -1.159 0.676
H 4.750 1.042 -2.191
H -6.197 -1.498 2.239
H 7.104 -2.610 -0.384
H 3.825 3.664 -0.908
H 5.209 3.505 -2.002
H -3.917 -3.228 -3.302
H -6.383 -3.471 0.723
H -5.530 -2.651 -3.843

Forces on atoms 1 to 2 (eV/Å):
0.10 0.05 -0.16
0.06 -0.27 0.13

## Properties
* lowest unoccupied orbital energy: 0.257 eV
* ΔE to the lowest compared entry with this formula, charge and spin: 0.0000 eV
* charge: 0
* structure (SMILES): C[C@@H](Oc1ccc(Cl)cc1Cl)c1nc(-c2ccc(NC(=O)c3ccc4c(c3)OCO4)cc2)no1
* frontier orbital gap: 8.70 eV

# 2
Below is a structure of composition C24H17CrN2O5S2 in a non-equilibrium geometry, with properties calculated with ωB97M-V/def2-TZVPD.

Atoms and positions in Å:
Cr -1.434 -1.004 -0.115
S 2.569 -5.189 -0.885
S -3.883 4.065 0.201
O -2.990 -4.157 1.937
O -4.158 0.852 2.073
O -2.044 -2.947 0.306
O -3.139 -0.447 0.559
O -1.196 -1.073 2.020
N 0.480 -1.293 -0.699
N -0.993 0.876 -0.487
C 0.061 3.458 -0.747
C 3.321 -3.634 -1.192
C -1.650 -2.312 2.570
C -1.309 3.268 -0.512
C 4.660 -3.807 -1.501
C 1.200 -2.388 -0.833
C 0.327 1.066 -0.741
C -1.943 5.711 -0.289
C 4.036 -5.997 -1.166
C 2.595 -2.401 -1.098
C -2.214 4.351 -0.279
C -3.250 0.190 1.656
C 3.236 -1.163 -1.244
C 5.061 -5.141 -1.487
C 1.116 -0.098 -0.855
C -1.773 1.935 -0.432
C -1.911 0.065 2.491
C 3.058 1.322 -1.287
C 2.498 0.013 -1.138
C 0.898 2.353 -0.893
C -3.031 6.486 0.101
C -2.271 -3.177 1.485
C -4.143 5.726 0.399
C 2.299 2.438 -1.167
H -1.287 0.937 2.275
H -0.998 6.133 -0.574
H -2.828 1.753 -0.283
H 2.739 3.418 -1.271
H -2.359 -2.150 3.389
H 6.060 -5.475 -1.699
H 4.296 -1.106 -1.431
H 4.111 1.400 -1.503
H -2.106 0.025 3.566
H 5.334 -3.005 -1.735
H 0.476 4.451 -0.811
H -5.100 6.084 0.725
H -3.392 -4.735 1.261
H 4.078 -7.066 -1.090
H 0.672 -3.327 -0.722
H -0.771 -2.839 2.968
H -3.010 7.556 0.185

Forces on atoms 1 to 2 (eV/Å):
-1.73 -0.74 1.36
0.45 0.67 -0.15

## Properties
* lowest unoccupied orbital energy (spin up / spin down): -8.961 / -8.308 eV
* charge: +2
* expectation value of S²: 0.762
* frontier orbital gap (spin up / spin down): 4.17 / 4.83 eV
* spin multiplicity: 2

# 3
Below is a cluster of 4 separate species, C24H17FNO15 in total in a non-equilibrium geometry, with properties calculated with ωB97M-V/def2-TZVPD.

Atoms and positions in Å:
F -2.453 1.568 1.978
O -5.899 -6.568 2.063
O -3.914 -0.219 -3.566
O 3.692 6.996 -1.538
O 0.645 -0.953 -2.747
O 2.631 2.194 1.618
O -0.625 -4.881 2.037
O 3.451 0.282 0.710
O -2.553 -3.558 3.381
O 2.189 5.545 0.187
O 1.055 -2.019 -5.204
O -2.915 -1.012 1.091
O 5.395 6.580 3.456
O 6.851 8.103 1.753
O -3.524 -1.363 -5.984
O -3.954 -7.948 0.785
N -1.650 -0.490 1.089
C 2.414 1.114 1.170
C 5.319 7.604 0.053
C -1.453 0.787 1.528
C -1.649 -0.544 -3.082
C 3.329 6.140 0.613
C -0.112 1.383 1.558
C 3.745 6.023 1.874
C -4.296 -5.016 2.761
C -2.228 -6.457 1.363
C 0.751 -0.875 0.628
C 5.734 7.490 1.320
C -1.219 -1.722 -5.678
C 4.099 6.931 -0.392
C -2.547 -1.267 -5.269
C -2.692 -0.653 -3.912
C 4.976 6.675 2.318
C -4.634 -6.129 2.097
C -2.912 -4.560 2.779
C -1.898 -5.346 2.024
C -0.328 -1.021 -3.482
C -3.613 -6.936 1.360
C -0.638 -1.328 0.628
C -0.177 -1.609 -4.848
C 0.978 0.513 1.101
H 2.113 5.781 -0.758
H 1.559 -1.552 0.280
H 6.932 7.864 2.696
H 5.858 8.189 -0.679
H 0.034 2.426 1.912
H -0.815 -2.366 0.246
H 3.516 -0.408 1.407
H -5.022 -4.423 3.299
H -1.741 -0.104 -2.098
H 1.628 -1.831 -4.437
H 3.194 5.450 2.608
H -0.645 -4.074 2.584
H -1.500 -7.038 0.812
H -4.489 -0.413 -4.334
H -5.882 -7.383 1.524
H -1.123 -2.148 -6.667
H -2.985 -1.424 1.983

Forces on atoms 1 to 2 (eV/Å):
1.02 -2.13 -0.95
1.04 -0.12 -0.30

## Properties
* lowest unoccupied orbital energy: -5.458 eV
* charge: +1
* frontier orbital gap: 5.80 eV

# 4
Below is an isolated molecule of C24H17N5OS in a non-equilibrium geometry, with properties calculated with ωB97M-V/def2-TZVPD.

Atoms and positions in Å:
S -3.669 1.198 -1.330
O 1.160 1.452 -3.119
N 0.288 1.143 4.428
N -4.130 1.577 2.594
N 3.439 -0.964 -1.855
N 0.015 1.830 5.535
N -2.530 1.419 1.042
C 0.378 1.560 -2.000
C 4.521 -2.714 -0.805
C -3.758 1.341 0.430
C -2.822 1.547 2.394
C 3.891 -5.019 -1.305
C 0.807 1.817 -0.679
C 2.523 -0.498 -2.706
C -0.610 0.995 3.434
C 2.905 -4.586 -2.157
C 4.711 -4.085 -0.644
C -6.195 1.178 1.175
C 2.764 -3.225 -2.409
C -2.172 2.402 4.662
C -1.901 1.349 -1.168
C -1.183 2.461 5.652
C -4.737 1.340 1.381
C 1.677 -1.367 -3.451
C -1.463 1.523 0.162
C 1.784 -2.741 -3.291
C 2.525 0.995 -2.943
C -1.847 1.669 3.488
C 3.553 -2.274 -1.690
C -1.011 1.372 -2.202
C -0.097 1.822 0.384
H 3.019 1.497 -2.125
H -6.700 2.067 1.459
H -1.399 3.020 6.541
H 0.953 -0.922 -4.137
H 5.115 -2.022 -0.260
H 5.426 -4.467 0.043
H 1.140 -3.403 -3.852
H 4.008 -6.074 -1.052
H -6.422 0.883 0.137
H -3.149 2.883 4.739
H 0.292 2.080 1.370
H -1.403 1.236 -3.226
H -6.573 0.379 1.766
H 1.843 2.035 -0.515
H 2.264 -5.270 -2.654
H -0.348 0.379 2.588
H 3.116 1.183 -3.829

Forces on atoms 1 to 2 (eV/Å):
0.75 0.02 0.85
0.73 0.39 0.04

## Properties
* lowest unoccupied orbital energy: -0.008 eV
* ΔE to the lowest compared entry with this formula, charge and spin: 0.0000 eV
* charge: 0
* structure (SMILES): Cc1nc(-c2ccnnc2)n2c1sc1cc(OCc3ccc4ccccc4n3)ccc12
* frontier orbital gap: 7.82 eV